[1]
Computed, not measured: an isolated ion of composition C3H6N3O4 and charge -1 in a non-equilibrium geometry, with ωB97M-V with the def2-TZVPD basis set.

**Electronic energy**: -583.01704 Ha
**HOMO level**: -4.4 eV
**Relative energy (zero: lowest compared OMol25 entry of this formula, charge and spin)**: 153.2 kJ/mol

```
! RIJCOSX wB97M-V def2-TZVPD def2/J DEFGRID3
* xyz -1 1
C -1.12530 -1.36931 0.07795
C -0.76268 1.18993 0.33603
C -0.24912 -0.29192 0.53299
N 1.08178 -0.71800 0.54286
N 1.98238 0.11333 0.12332
N -0.27537 1.79902 -0.89425
O -1.11157 -1.04797 1.47394
O 2.92073 -0.39909 -0.47576
O -0.52823 -2.52258 -0.31812
O 2.00762 1.28760 0.43198
H -0.44634 1.84853 1.02206
H -1.92478 1.04060 0.17951
H -2.24547 -1.50433 -0.39610
H 0.37364 -2.43241 -0.19592
H -0.42676 1.23166 -1.68590
H 0.72949 1.77493 -0.75459
*
```

Let us look at the Löwdin charges, expressed in e, one per atom: number 1, C, carries -0.39; number 2, C, carries -0.17; number 3, C, carries -0.40; number 4, N, carries 0.10; number 5, N, carries -0.54; number 6, N, carries -0.01; number 7, O, carries -0.01; number 8, O, carries -0.04; number 9, O, carries 0.01; number 10, O, carries -0.04; number 11, H, carries 0.06; number 12, H, carries 0.14; number 13, H, carries 0.19; number 14, H, carries 0.03; number 15, H, carries 0.04; number 16, H, carries 0.02

***

[2]
Computed, not measured: an isolated molecule of C5H9NOS in a non-equilibrium geometry, with ωB97M-V with the def2-TZVPD basis set.

**Electronic energy**: -724.04511 Ha
**HOMO level**: -9.2 eV
**Relative energy (zero: lowest compared OMol25 entry of this formula, charge and spin)**: 196.1 kJ/mol

```
! RIJCOSX wB97M-V def2-TZVPD def2/J DEFGRID3
* xyz 0 1
C -0.86285 1.07559 -0.47815
C -0.03964 0.64365 0.69558
C 1.47499 0.54769 0.50897
C 0.59561 -1.01377 -0.94234
C -0.60729 -0.39180 -0.24966
H -2.71466 1.03158 -0.04298
H -0.31341 1.50345 -1.33316
H -0.39475 0.86013 1.72064
H 1.78028 1.41884 -0.08362
H 2.09111 0.62799 1.43628
H 1.77139 -1.43275 0.63256
H 0.85873 -0.60127 -1.93645
H 0.38035 -2.07068 -1.12322
H -1.68631 -1.71100 1.45978
N 1.77388 -0.75615 -0.13706
O -2.08338 1.66481 -0.31156
S -2.02404 -1.39632 0.18440
*
```

Let us look at the Löwdin charges, expressed in e, one per atom: number 1, C, carries -0.34; number 2, C, carries -0.18; number 3, C, carries -0.17; number 4, C, carries -0.22; number 5, C, carries -0.67; number 6, H, carries 0.03; number 7, H, carries 0.16; number 8, H, carries 0.16; number 9, H, carries 0.11; number 10, H, carries 0.12; number 11, H, carries 0.11; number 12, H, carries 0.13; number 13, H, carries 0.11; number 14, H, carries -0.11; number 15, N, carries -0.05; number 16, O, carries 0.01; number 17, S, carries 0.82

***

[3]
Computed, not measured: C70H76AsLiN8 as an isolated structure, with ωB97M-V with the def2-TZVPD basis set.

**Electronic energy**: -5394.42872 Ha
**HOMO level**: -0.2 eV

```
! RIJCOSX wB97M-V def2-TZVPD def2/J DEFGRID3
* xyz -2 1
Li -0.31852 -0.04825 -0.38773
C 1.87417 -0.08779 7.08227
C 0.75131 0.91555 7.10546
C 0.62237 1.80836 8.16165
C -0.41828 2.72631 8.21694
C -1.36712 2.74085 7.20732
C -1.25761 1.85943 6.14479
C -0.19345 0.96055 6.06896
N -0.08701 0.05901 4.99553
C 0.08973 0.37492 3.62153
N -0.14983 1.66879 3.30174
C 0.03561 2.40563 2.08349
C 0.39594 1.77194 0.88510
C 0.43570 2.65946 -0.20838
C 0.20345 4.02768 -0.12579
C -0.06921 4.59407 1.10803
C -0.17178 3.78808 2.23298
C -0.52975 4.42462 3.55729
N 0.47494 -0.53318 2.80506
C 0.68801 -1.83711 3.25579
C 2.00654 -2.27575 3.44503
C 2.28149 -3.56489 3.87038
C 1.23905 -4.44869 4.11844
C -0.06915 -4.02661 3.91939
C -0.36903 -2.73273 3.49886
C -1.80792 -2.31920 3.30442
H 1.52043 -1.08073 7.37788
H 2.65890 0.20793 7.77911
H 2.31794 -0.18013 6.08820
H 1.36530 1.78972 8.95249
H -0.48785 3.41984 9.04605
H -2.20188 3.42976 7.25092
H -2.02116 1.84145 5.37488
H 0.38811 -0.80135 5.21792
H -0.32850 2.25242 4.09497
H 0.68079 2.26124 -1.18638
H 0.26095 4.65404 -1.01102
H -0.21404 5.66635 1.20684
H 0.14621 4.12615 4.36813
H -1.55807 4.17346 3.85485
H -0.46685 5.51087 3.47146
H 2.80604 -1.57269 3.23440
H 3.31033 -3.88085 4.00521
H 1.44147 -5.45768 4.45810
H -0.88903 -4.71757 4.09332
H -2.35098 -2.34358 4.25243
H -2.29964 -3.00875 2.61428
H -1.87241 -1.31454 2.88700
C -3.23926 2.30712 1.62392
C -3.51680 1.17195 0.63707
C -4.68423 0.30740 1.12851
C -3.80975 1.69979 -0.75829
C -4.84615 2.59748 -0.93184
C -5.21938 3.05864 -2.19467
C -4.63418 2.44549 -3.29219
C -3.60069 1.51541 -3.17835
C -3.34546 0.68301 -4.44651
C -2.29271 1.23615 -5.42649
C -3.07535 -0.79546 -4.14377
C -3.02448 1.26155 -1.87793
N -1.84099 0.64044 -1.66895
C -0.84782 0.86938 -2.60432
C 0.31003 0.18868 -2.76001
N 0.77793 -0.89361 -1.99682
C 1.76804 -1.62971 -2.54400
C 2.72240 -2.41853 -1.78577
C 3.95109 -2.69056 -2.37434
C 4.26796 -2.37008 -3.69408
C 3.21232 -1.98344 -4.51399
C 1.96759 -1.68117 -3.98423
C 0.75933 -1.68100 -4.91485
C 0.92229 -0.80684 -6.15724
C 0.45712 -3.12829 -5.33845
C 2.43657 -3.19392 -0.48183
C 3.47542 -2.97802 0.62405
C 1.04773 -2.99953 0.12208
H -2.44145 2.94103 1.23802
H -2.92499 1.90939 2.59770
H -4.13031 2.92599 1.77410
H -2.62476 0.54943 0.56876
H -5.59211 0.90795 1.24116
H -4.45289 -0.14921 2.10083
H -4.89607 -0.48899 0.41064
H -5.38592 2.95915 -0.05981
H -5.98808 3.81293 -2.31737
H -5.02080 2.66621 -4.28605
H -4.29584 0.72027 -4.98584
H -1.28727 0.94778 -5.12489
H -2.34632 2.32680 -5.47510
H -2.47318 0.83784 -6.43267
H -2.23348 -0.90204 -3.46136
H -2.85371 -1.33568 -5.07351
H -3.94972 -1.25693 -3.67174
H -0.96393 1.75433 -3.23438
H 0.97557 0.57844 -3.53619
H 4.69682 -3.21915 -1.78613
H 5.26487 -2.52868 -4.08889
H 3.35722 -1.96242 -5.59225
H -0.10556 -1.31856 -4.36561
H 1.73955 -1.16668 -6.79130
H 1.13442 0.22836 -5.87908
H 0.00391 -0.81946 -6.75321
H 1.27597 -3.53672 -5.93866
H -0.46509 -3.17345 -5.93521
H 0.34166 -3.76605 -4.45576
H 2.51139 -4.24822 -0.77786
H 3.35024 -1.98852 1.05439
H 4.50337 -3.06796 0.26847
H 3.32139 -3.71709 1.41864
H 0.26836 -3.15269 -0.61980
H 0.94253 -1.99103 0.52530
H 0.89948 -3.71781 0.93803
C 7.56232 -0.74797 1.48499
C 6.97101 -0.69287 0.22671
C 5.64696 -0.29372 0.09118
C 4.88260 0.09007 1.19617
C 5.48755 0.00490 2.45009
C 6.81001 -0.40456 2.59993
As 2.86483 0.58058 0.97429
C 3.39014 1.82524 -0.43194
C 3.53168 1.54992 -1.78457
C 3.99204 2.53706 -2.64605
C 4.31108 3.80004 -2.15558
C 4.17152 4.08009 -0.80178
C 3.71164 3.09537 0.06546
C 3.53954 3.24778 1.52618
C 3.74433 4.42029 2.24981
C 3.57745 4.43039 3.62871
C 3.22150 3.26263 4.29758
C 3.01263 2.09233 3.57934
C 3.14797 2.07862 2.19741
H 8.59360 -1.06465 1.59489
H 7.54425 -0.96530 -0.65328
H 5.20131 -0.28726 -0.89749
H 4.92127 0.27566 3.33673
H 7.25658 -0.45454 3.58813
H 3.26704 0.57058 -2.17391
H 4.10309 2.32137 -3.70145
H 4.66882 4.56890 -2.83001
H 4.42592 5.06609 -0.42852
H 4.03074 5.33245 1.73774
H 3.72912 5.34828 4.18530
H 3.10235 3.26784 5.37601
H 2.73065 1.18413 4.10522
N -2.22308 -4.83688 -3.29896
C -2.61441 -4.09398 -2.19976
C -1.86585 -2.98591 -1.77997
N -2.15978 -2.32341 -0.68844
C -3.22569 -2.74096 0.00114
C -3.97502 -3.81792 -0.42395
N -3.67954 -4.51118 -1.52714
H -1.66690 -4.35104 -3.98636
H -2.94338 -5.43378 -3.66747
H -1.01040 -2.62471 -2.35329
H -3.48161 -2.18580 0.89630
H -4.84816 -4.15274 0.12504
*
```

These are the Löwdin partial charges, in e, on atoms 1 to 99: number 1, Li, carries 0.51; number 2, C, carries -0.04; number 3, C, carries -0.21; number 4, C, carries -0.06; number 5, C, carries -0.11; number 6, C, carries -0.09; number 7, C, carries -0.04; number 8, C, carries -0.21; number 9, N, carries 0.15; number 10, C, carries -0.38; number 11, N, carries 0.15; number 12, C, carries -0.27; number 13, C, carries -0.17; number 14, C, carries -0.17; number 15, C, carries -0.09; number 16, C, carries -0.09; number 17, C, carries -0.26; number 18, C, carries -0.06; number 19, N, carries 0.13; number 20, C, carries -0.28; number 21, C, carries -0.05; number 22, C, carries -0.11; number 23, C, carries -0.11; number 24, C, carries -0.07; number 25, C, carries -0.22; number 26, C, carries -0.03; number 27, H, carries 0.09; number 28, H, carries 0.08; number 29, H, carries 0.07; number 30, H, carries 0.10; number 31, H, carries 0.09; number 32, H, carries 0.10; number 33, H, carries 0.12; number 34, H, carries 0.11; number 35, H, carries 0.06; number 36, H, carries 0.06; number 37, H, carries 0.09; number 38, H, carries 0.09; number 39, H, carries 0.07; number 40, H, carries 0.07; number 41, H, carries 0.07; number 42, H, carries 0.09; number 43, H, carries 0.10; number 44, H, carries 0.09; number 45, H, carries 0.11; number 46, H, carries 0.08; number 47, H, carries 0.06; number 48, H, carries 0.07; number 49, C, carries -0.06; number 50, C, carries -0.37; number 51, C, carries -0.08; number 52, C, carries -0.14; number 53, C, carries -0.09; number 54, C, carries -0.14; number 55, C, carries -0.10; number 56, C, carries -0.14; number 57, C, carries -0.37; number 58, C, carries -0.08; number 59, C, carries -0.07; number 60, C, carries -0.21; number 61, N, carries -0.02; number 62, C, carries -0.27; number 63, C, carries -0.26; number 64, N, carries -0.01; number 65, C, carries -0.24; number 66, C, carries -0.12; number 67, C, carries -0.11; number 68, C, carries -0.14; number 69, C, carries -0.10; number 70, C, carries -0.17; number 71, C, carries -0.39; number 72, C, carries -0.08; number 73, C, carries -0.07; number 74, C, carries -0.34; number 75, C, carries -0.09; number 76, C, carries -0.07; number 77, H, carries 0.07; number 78, H, carries 0.07; number 79, H, carries 0.07; number 80, H, carries 0.10; number 81, H, carries 0.07; number 82, H, carries 0.07; number 83, H, carries 0.06; number 84, H, carries 0.09; number 85, H, carries 0.07; number 86, H, carries 0.10; number 87, H, carries 0.11; number 88, H, carries 0.04; number 89, H, carries 0.07; number 90, H, carries 0.07; number 91, H, carries 0.04; number 92, H, carries 0.07; number 93, H, carries 0.08; number 94, H, carries 0.11; number 95, H, carries 0.10; number 96, H, carries 0.09; number 97, H, carries 0.07; number 98, H, carries 0.09; number 99, H, carries 0.09